Record 1
{
  "formula": "C37H90N6O4",
  "method": "ωB97M-V/def2-TZVPD",
  "elements": ["C", "C", "C", "N", "C", "O", "C", "C", "N", "C", "O", "C", "C", "O", "C", "C", "O", "C", "C", "H", "H", "H", "H", "H", "H", "H", "H", "H", "H", "H", "H", "H", "H", "H", "H", "H", "H", "H", "H", "H", "H", "H", "H", "H", "H", "H", "H", "H", "H", "C", "C", "N", "C", "C", "C", "C", "H", "H", "H", "H", "H", "H", "H", "H", "H", "H", "H", "H", "H", "H", "H", "C", "C", "N", "C", "C", "C", "C", "H", "H", "H", "H", "H", "H", "H", "H", "H", "H", "H", "H", "H", "H", "H", "C", "C", "N", "C", "C", "C", "C", "H", "H", "H", "H", "H", "H", "H", "H", "H", "H", "H", "H", "H", "H", "H", "C", "C", "N", "C", "C", "C", "C", "H", "H", "H", "H", "H", "H", "H", "H", "H", "H", "H", "H", "H", "H", "H"],
  "xyz": [[0.53, -3.79, 0.17], [1.47, -3.72, -1.04], [1.46, -2.38, -1.81], [0.54, -1.36, -1.27], [-0.35, -0.83, -2.31], [-1.34, 0.00, -1.77], [-2.61, -0.60, -1.57], [-3.68, 0.46, -1.86], [-5.04, -0.03, -1.96], [-2.65, -1.14, -0.14], [-3.98, -1.26, 0.36], [-4.28, -2.40, 1.15], [-5.07, -3.45, 0.34], [-4.59, -4.78, 0.36], [-3.25, -4.92, -0.10], [-3.05, -6.29, -0.68], [-3.85, -6.57, -1.80], [-3.31, -6.19, -3.06], [-3.95, -4.92, -3.59], [-0.47, -4.04, -0.18], [0.46, -2.86, 0.70], [0.84, -4.59, 0.83], [2.48, -3.95, -0.69], [1.17, -4.51, -1.71], [1.24, -2.59, -2.85], [2.47, -1.98, -1.79], [1.11, -0.58, -0.97], [-0.76, -1.69, -2.85], [0.21, -0.23, -3.03], [-2.79, -1.42, -2.27], [-3.41, 0.90, -2.83], [-3.60, 1.28, -1.15], [-5.47, -0.09, -1.05], [-5.08, -0.93, -2.42], [-2.10, -0.43, 0.48], [-2.10, -2.08, -0.10], [-3.39, -2.82, 1.63], [-4.92, -2.04, 1.94], [-6.07, -3.50, 0.74], [-5.15, -3.11, -0.70], [-3.04, -4.15, -0.84], [-2.58, -4.81, 0.75], [-3.28, -7.03, 0.08], [-1.98, -6.39, -0.90], [-3.54, -6.99, -3.76], [-2.23, -6.09, -3.02], [-5.03, -5.05, -3.56], [-3.62, -4.72, -4.60], [-3.69, -4.05, -2.99], [4.45, -6.55, 0.37], [4.10, -6.09, 1.77], [3.17, -6.96, 2.45], [2.59, -6.38, 3.65], [3.52, -6.06, 4.82], [3.57, -8.35, 2.55], [4.91, -8.67, 3.24], [3.55, -6.72, -0.22], [5.05, -5.79, -0.13], [5.04, -7.47, 0.37], [3.62, -5.10, 1.68], [5.03, -5.93, 2.34], [1.79, -7.04, 4.00], [2.09, -5.45, 3.35], [3.85, -6.95, 5.34], [3.00, -5.43, 5.55], [4.41, -5.50, 4.50], [3.61, -8.77, 1.54], [2.77, -8.91, 3.05], [5.71, -8.01, 2.89], [5.21, -9.69, 3.01], [4.84, -8.58, 4.32], [7.36, -0.31, -4.66], [6.11, 0.40, -4.15], [5.70, -0.05, -2.83], [4.37, 0.39, -2.46], [4.11, 1.89, -2.30], [6.72, 0.05, -1.80], [7.34, 1.43, -1.52], [7.23, -1.39, -4.62], [7.54, -0.03, -5.70], [8.24, -0.04, -4.09], [5.29, 0.18, -4.84], [6.28, 1.49, -4.20], [4.09, -0.12, -1.53], [3.68, 0.01, -3.22], [4.56, 2.29, -1.39], [3.04, 2.08, -2.24], [4.49, 2.46, -3.15], [7.52, -0.64, -2.05], [6.29, -0.34, -0.87], [7.62, 1.94, -2.44], [8.25, 1.30, -0.93], [6.67, 2.08, -0.96], [-1.32, 4.17, -2.30], [-1.73, 5.55, -1.82], [-2.88, 6.08, -2.53], [-3.11, 7.49, -2.30], [-3.46, 7.94, -0.88], [-4.06, 5.23, -2.52], [-4.65, 4.83, -1.16], [-1.16, 4.17, -3.38], [-0.38, 3.88, -1.82], [-2.06, 3.41, -2.06], [-0.90, 6.24, -1.99], [-1.89, 5.52, -0.73], [-3.88, 7.84, -2.99], [-2.20, 8.02, -2.61], [-4.49, 7.67, -0.61], [-3.39, 9.03, -0.80], [-2.79, 7.51, -0.14], [-3.83, 4.32, -3.07], [-4.83, 5.72, -3.12], [-3.89, 4.50, -0.46], [-5.35, 4.01, -1.30], [-5.21, 5.65, -0.70], [0.32, 7.14, 5.77], [-0.54, 6.55, 4.66], [-1.95, 6.49, 5.01], [-2.73, 5.66, 4.11], [-2.86, 6.12, 2.65], [-2.55, 7.74, 5.42], [-2.50, 8.92, 4.44], [0.17, 6.61, 6.71], [1.38, 7.06, 5.50], [0.12, 8.20, 5.93], [-0.20, 5.53, 4.47], [-0.36, 7.12, 3.73], [-3.73, 5.54, 4.54], [-2.29, 4.66, 4.12], [-3.53, 6.97, 2.55], [-3.29, 5.31, 2.05], [-1.90, 6.38, 2.22], [-2.08, 8.05, 6.36], [-3.59, 7.54, 5.69], [-1.51, 9.05, 4.01], [-2.74, 9.84, 4.97], [-3.21, 8.81, 3.63]],
  "lowdin_charge": [-0.107, -0.218, -0.210, -0.026, -0.250, -0.087, -0.313, -0.221, 0.016, -0.140, -0.152, -0.158, -0.160, -0.120, -0.216, -0.192, -0.124, -0.264, -0.066, 0.041, 0.064, 0.059, 0.085, 0.094, 0.105, 0.090, 0.108, 0.123, 0.128, 0.137, 0.112, 0.118, 0.060, 0.060, 0.135, 0.102, 0.121, 0.119, 0.121, 0.120, 0.108, 0.120, 0.132, 0.119, 0.114, 0.113, 0.080, 0.074, 0.046, -0.092, -0.279, -0.201, -0.252, -0.085, -0.248, -0.082, 0.076, 0.072, 0.064, 0.109, 0.102, 0.111, 0.103, 0.055, 0.070, 0.066, 0.101, 0.114, 0.066, 0.071, 0.054, -0.091, -0.276, -0.200, -0.263, -0.079, -0.248, -0.081, 0.080, 0.072, 0.064, 0.117, 0.102, 0.102, 0.106, 0.057, 0.065, 0.068, 0.101, 0.114, 0.066, 0.072, 0.054, -0.084, -0.272, -0.200, -0.250, -0.085, -0.242, -0.080, 0.082, 0.071, 0.051, 0.117, 0.096, 0.111, 0.109, 0.056, 0.071, 0.052, 0.100, 0.114, 0.056, 0.071, 0.054, -0.092, -0.278, -0.202, -0.248, -0.090, -0.248, -0.082, 0.080, 0.072, 0.064, 0.117, 0.101, 0.112, 0.110, 0.056, 0.064, 0.063, 0.100, 0.114, 0.066, 0.071, 0.053],
  "smiles": "CCCNCO[C@H](CN)COCCOCCOCC.CCN(CC)CC.CCN(CC)CC.CCN(CC)CC.CCN(CC)CC",
  "lumo_energy_ev": 0.56,
  "homo_lumo_gap_ev": 8.6,
  "e_tot_ha": -2093.0871,
  "total_charge": 0
}


Record 2
{
  "formula": "C4H5N3O",
  "method": "ωB97M-V/def2-TZVPD",
  "elements": ["C", "C", "N", "C", "C", "O", "N", "N", "H", "H", "H", "H", "H"],
  "xyz": [[3.07, -0.29, 0.20], [1.54, -0.14, -0.07], [0.54, -1.01, -0.18], [-0.65, -0.13, 0.03], [-1.93, -0.63, -0.10], [-3.12, -0.01, 0.17], [-0.34, 1.15, -0.17], [0.91, 1.15, -0.06], [3.16, -1.36, 0.19], [3.59, -0.12, 1.25], [3.63, 0.35, -0.71], [-2.43, -1.65, -0.29], [-2.95, 0.90, 0.77]],
  "nbo_charge": [-0.677, 0.315, -0.421, 0.048, 0.318, -0.644, -0.180, -0.231, 0.234, 0.257, 0.249, 0.227, 0.506],
  "smiles": "CC1=N/C(=C/O)N=N1",
  "lumo_energy_ev": -0.88,
  "homo_lumo_gap_ev": 8.5,
  "e_tot_ha": -394.7780,
  "total_charge": 0
}


Record 3
{
  "formula": "C3H11NO2",
  "method": "ωB97M-V/def2-TZVPD",
  "elements": ["C", "C", "N", "C", "O", "H", "H", "H", "H", "H", "H", "H", "H", "H", "O", "H", "H"],
  "xyz": [[1.32, 1.35, 0.26], [0.83, -0.15, 0.30], [1.65, -1.26, -0.36], [-0.40, -0.07, -0.64], [-1.23, -1.27, -0.28], [2.26, 1.55, 0.76], [1.37, 1.82, -0.74], [0.62, 1.97, 0.81], [0.85, -0.38, 1.32], [2.42, -1.25, 0.30], [1.16, -2.14, -0.22], [-1.16, 0.80, -0.63], [0.09, -0.28, -1.65], [-1.23, -1.90, -1.14], [-3.05, 0.69, 0.51], [-3.21, -0.20, 0.22], [-2.28, 0.72, 1.17]],
  "nbo_charge": [-0.625, -0.085, -0.840, -0.109, -0.783, 0.209, 0.213, 0.213, 0.187, 0.348, 0.363, 0.225, 0.204, 0.471, -0.957, 0.491, 0.475],
  "smiles": "C[C@H](N)CO.O",
  "lumo_energy_ev": 0.75,
  "homo_lumo_gap_ev": 10.6,
  "e_tot_ha": -326.0667,
  "total_charge": 0
}